# 1
The following is a quantum chemistry calculation of a molecular structure, C11H22AlBeClF6N4NaO16PS4 in a non-equilibrium geometry, from the OMol25 dataset.

The geometry in ORCA input format:
```
! wB97M-V def2-TZVPD RIJCOSX def2/J DEFGRID3
* xyz 2 1
N -2.87492 -6.98129 3.41689
P -1.95807 -6.23383 2.43821
O -0.74722 -5.58543 3.24985
O -2.74791 -5.05720 1.74249
N -1.31284 -7.13715 1.16720
S -0.11971 -8.23279 1.50311
O 0.02879 -9.03910 0.36635
O 0.98506 -7.48704 1.95159
F -0.64084 -9.05115 2.67438
H -3.80529 -6.58762 3.40240
H -1.00429 -5.64006 4.18137
H -2.17543 -4.52616 1.16723
H -2.05438 -7.54380 0.60415
N -0.58927 -3.23878 -0.91957
C -1.68211 -2.88853 -1.59961
C -1.82020 -1.68577 -2.27624
C -0.76526 -0.79379 -2.24265
C 0.37980 -1.14385 -1.54091
C 0.41612 -2.37203 -0.89593
H -2.48632 -3.61558 -1.60028
H -2.72886 -1.45508 -2.81337
H -0.83725 0.15195 -2.75208
H 1.23227 -0.48878 -1.48407
H 1.29235 -2.68367 -0.33712
Na 1.53921 1.13172 -1.65347
O -1.04501 3.73673 -3.97186
S -1.40722 2.94295 -2.70005
O -0.19469 2.27736 -2.18383
O -2.43469 1.99659 -3.09217
O -1.84642 3.90752 -1.69555
O -1.24699 3.55835 0.77369
H -1.35046 3.44854 -0.28540
H -2.02305 3.18701 1.22968
H -1.14715 4.49803 1.00004
C 5.29541 -1.60804 -4.37762
C 5.81533 -0.67466 -3.14531
O 4.81275 0.03763 -2.80605
H 4.95671 -1.00651 -5.21448
H 6.14881 -2.21094 -4.68594
H 4.49314 -2.25167 -4.03420
H 6.70183 -0.14509 -3.59487
H 6.24948 -1.34656 -2.38970
C -4.73388 6.13292 5.44658
C -3.75807 4.98247 5.53946
O -4.29034 3.78381 4.91367
C -4.22647 3.71486 3.61483
O -3.76564 4.53302 2.86475
C -4.80271 2.37082 3.13066
F -5.95669 2.09056 3.71161
F -3.93611 1.37957 3.41198
F -4.98471 2.38732 1.81234
H -5.69707 5.84992 5.86942
H -4.35023 6.99558 5.98737
H -4.90649 6.42452 4.41168
H -3.58622 4.71707 6.57835
H -2.79301 5.23216 5.10217
Be 0.21995 -4.42803 5.15987
N 5.62913 2.93265 -3.31069
S 7.22146 2.75394 -3.33705
O 7.71451 1.82395 -2.38068
O 7.93991 3.94531 -3.56604
F 7.30374 1.97398 -4.69307
S 5.06897 3.64753 -1.99819
O 3.66877 3.43217 -1.91662
O 5.59588 4.91824 -1.69467
F 5.62015 2.72207 -0.84403
Cl -0.12984 0.72750 -4.73803
Al -1.36619 2.79367 -5.65199
*
```

Computed properties:
LUMO level = -11.29 eV
F_max = 4.96 eV/A
Kohn-Sham gap = 1.14 eV
HOMO = -12.4 eV

=====

# 2
The following is a quantum chemistry calculation of a molecular structure, C11H22BrCaCl3FNNaO10P2S2 in a non-equilibrium geometry, from the OMol25 dataset.

The geometry in ORCA input format:
```
! wB97M-V def2-TZVPD RIJCOSX def2/J DEFGRID3
* xyz 1 1
C 4.17204 -0.93728 2.04842
C 4.90723 -0.16357 0.92954
O 3.97428 0.71080 0.24008
P 3.63479 0.24832 -1.25837
O 4.88720 -0.02680 -2.02679
C 2.65258 -1.29120 -1.34981
C 1.72377 -1.57718 -0.14012
O 0.37915 -1.95012 -0.55964
P -0.62128 -0.72813 -0.46931
O -0.03412 0.44219 -1.12577
O -1.93920 -1.17777 -1.30530
S -3.00782 0.10462 -1.50479
O -1.13676 -0.45370 1.03069
S -0.70212 1.17840 1.63555
O -1.27663 2.28564 0.83428
O -1.39482 1.29148 3.05618
F 1.28404 1.36785 2.06375
O 2.91308 1.45733 -2.01758
C 2.29588 2.44384 -1.14711
C 3.23146 3.57898 -0.73246
H 3.26952 -0.38229 2.34120
H 4.80814 -1.07940 2.92809
H 3.85238 -1.90456 1.63710
H 5.63878 0.49312 1.42046
H 5.47140 -0.82463 0.26348
H 2.10809 -1.37145 -2.29966
H 3.39608 -2.10270 -1.37679
H 2.10211 -2.46308 0.38365
H 1.71491 -0.76432 0.59867
H -2.24982 1.22083 -1.67247
H 1.83574 1.95282 -0.27993
H 1.45317 2.89246 -1.69111
H 4.03562 3.25770 -0.06230
H 2.61196 4.29205 -0.15684
H 3.59456 4.14944 -1.59612
Ca 0.37040 2.28799 3.65774
N -6.95436 0.98652 -0.29668
C -6.08073 0.07167 0.22664
C -6.62134 -1.17614 0.06351
C -7.86886 -1.00923 -0.58941
C -8.04425 0.33251 -0.79994
H -6.81851 1.98080 -0.31108
H -5.15037 0.38317 0.67096
H -6.17297 -2.10662 0.37488
H -8.55847 -1.78602 -0.87317
H -8.84925 0.87714 -1.26285
Br 6.17934 1.55668 -3.11761
C -3.73499 -3.47755 2.19066
Cl -4.67734 -4.71102 1.36356
Cl -3.29334 -4.00777 3.81380
Cl -2.28728 -3.06179 1.25563
H -4.34900 -2.58918 2.28096
O 8.57018 0.47981 -4.79126
H 7.81939 0.10309 -4.32308
Na -3.06362 0.69624 1.82785
*
```

Computed properties:
LUMO level = -5.27 eV
F_max = 5.04 eV/A
Kohn-Sham gap = 4.30 eV
HOMO = -9.6 eV

=====

# 3
The following is a quantum chemistry calculation of a molecular structure, C11H22F3N2O8SV in a non-equilibrium geometry, from the OMol25 dataset.

The geometry in ORCA input format:
```
! wB97M-V def2-TZVPD RIJCOSX def2/J DEFGRID3
* xyz -1 4
V -0.19352 -0.13909 0.39180
C -0.09249 -4.22178 1.05471
C -0.17863 -2.77503 0.73058
O 0.86383 -2.17604 0.52771
O -1.22359 -2.02972 0.69120
H 0.84253 -4.62037 0.66105
H -0.90803 -4.73648 0.54669
H -0.03859 -4.35870 2.13473
C 3.42068 0.36861 -0.84044
C 2.70168 1.15539 0.28930
O 1.32859 1.39432 0.03207
H 4.41310 0.12738 -0.45964
H 3.44042 0.95390 -1.75976
H 2.89736 -0.58749 -0.85146
H 3.20842 2.12033 0.27602
H 2.87613 0.75785 1.28912
C -3.61611 1.86693 -2.07634
F -3.19586 1.75683 -3.36637
F -4.60391 2.80219 -2.01743
F -4.08360 0.73994 -1.64091
S -2.13472 2.20407 -0.84778
O -2.00504 0.99119 0.00582
O -0.95631 2.49226 -1.64594
O -2.53186 3.37689 -0.05648
C -1.51662 -1.92629 -3.07845
C -0.49453 -0.78406 -2.85288
O -0.26160 -0.44988 -1.71722
N -0.07371 -0.16534 -3.95055
C 0.95412 0.89015 -4.06972
H -2.18793 -1.90382 -2.22000
H -1.07062 -2.92003 -3.11919
H -1.99280 -1.62279 -4.01078
H -0.41284 -0.54596 -4.82245
H 1.28347 0.99210 -5.10376
H 1.79830 0.64838 -3.42397
H 0.65829 1.88047 -3.72352
C -0.43892 2.34637 3.53284
C -0.04257 0.92661 3.40951
O -0.20335 0.25898 2.44925
N 0.46576 0.39643 4.56515
C 0.99204 -0.88652 4.71799
H -0.01147 2.92714 2.71548
H -0.20165 2.80979 4.49047
H -1.52635 2.41583 3.50475
H 0.46108 0.87626 5.45388
H 0.49616 -1.74181 4.25898
H 1.17614 -1.18552 5.74989
H 1.91916 -0.69986 4.17605
*
```

Computed properties:
LUMO level (spin up / spin down) = 2.68 / 2.68 eV
F_max = 3.85 eV/A
Kohn-Sham gap (spin up / spin down) = 5.48 / 6.62 eV
ΔE to the lowest compared entry with this formula, charge and spin = 0.0 kcal/mol
HOMO (spin up / spin down) = -2.8 / -3.9 eV

=====

# 4
The following is a quantum chemistry calculation of 3 unconnected molecules or ions with the total composition C11H22IO9PS2 in a non-equilibrium geometry, from the OMol25 dataset.

The geometry in ORCA input format:
```
! wB97M-V def2-TZVPD RIJCOSX def2/J DEFGRID3
* xyz 0 1
O 2.03694 -1.31373 1.82123
C 1.83530 -0.59055 0.80203
C 2.80841 0.65561 0.68407
O 2.31610 1.80818 -0.01638
O 3.17769 2.08210 -1.06404
O 0.83534 -1.04115 -0.06585
C -0.08311 -0.05323 -0.56103
P -1.29968 0.70898 0.66455
O -1.70695 2.23084 -0.07645
I -0.33153 1.35703 2.80909
H 3.04355 0.99379 1.76199
H 3.80050 0.29529 0.23025
H 3.09224 3.05055 -1.20487
H 0.39516 0.79077 -1.20069
H -0.74757 -0.60512 -1.33333
H -2.58959 2.50597 0.27024
O -0.32204 0.33024 -4.34856
S -0.00587 1.64747 -3.84716
O -0.16711 2.00030 -2.45260
C 1.65055 2.06634 -4.36110
C 1.46728 2.72271 -5.72322
C 0.25816 3.64927 -5.57829
C -0.84098 2.86075 -4.86331
H 2.26726 1.16871 -4.39570
H 2.05617 2.77365 -3.63476
H 2.36204 3.26856 -6.02880
H 1.26000 1.96084 -6.48151
H 0.53706 4.52061 -4.97702
H -0.08748 4.01704 -6.54674
H -1.45113 3.50454 -4.22913
H -1.47635 2.32728 -5.57217
O -2.67315 -1.46089 5.61727
S -2.73566 -2.49240 4.60724
O -3.81566 -2.56817 3.64917
C -1.18237 -2.52125 3.73046
C -0.31381 -3.47941 4.53413
C -1.21962 -4.65917 4.89368
C -2.54178 -4.08325 5.40481
H -0.77008 -1.51494 3.67127
H -1.37239 -2.90975 2.72748
H 0.56179 -3.79880 3.96577
H 0.03623 -2.99034 5.44898
H -1.40230 -5.26371 3.99940
H -0.75865 -5.30993 5.64015
H -3.38644 -4.72240 5.14608
H -2.51646 -3.91927 6.48339
*
```

Computed properties:
LUMO level = 0.22 eV
F_max = 4.76 eV/A
Kohn-Sham gap = 8.39 eV
HOMO = -8.2 eV

=====

# 5
The following is a quantum chemistry calculation of 3 unconnected molecules or ions with the total composition C11H22N2O in a non-equilibrium geometry, from the OMol25 dataset.

The geometry in ORCA input format:
```
! wB97M-V def2-TZVPD RIJCOSX def2/J DEFGRID3
* xyz 2 1
C -2.38950 -1.51612 5.57166
C -2.90707 -3.70828 9.43512
C -1.87100 -3.06213 8.68408
C -1.07494 0.23204 4.84399
C -0.63637 -0.27265 6.16835
C -3.20531 -2.37603 8.78168
C 5.28075 1.77837 -11.78493
C 4.23905 3.97245 -12.26710
C 3.70749 1.92469 -13.71122
C -4.76079 -1.26672 7.51728
C 4.44171 2.53619 -12.65612
N -2.25992 -0.61671 4.67100
N -4.02109 -2.34322 7.76855
O -1.49928 -1.41912 6.50034
H -3.54346 -4.50280 9.06477
H -3.15909 -3.66149 10.58754
H -1.13922 -2.41478 9.13405
H -1.62040 -3.39773 7.72069
H -1.42864 1.33756 4.73781
H -0.35978 -0.06352 4.01768
H 0.48803 -0.61409 6.16969
H -0.69912 0.34311 7.08010
H -3.13489 -1.33692 9.32381
H 5.71197 0.93463 -12.20884
H 5.98762 2.50743 -11.50957
H 4.58270 1.58659 -10.97366
H 5.08511 4.34194 -11.69051
H 3.35639 4.36799 -11.75568
H 4.43733 4.59424 -13.14926
H 3.60246 2.41293 -14.71451
H 4.16420 0.97369 -13.83743
H 2.67989 1.75486 -13.70980
H -4.14111 -0.28522 7.62238
H -5.35381 -1.11412 6.55074
H -5.62940 -1.09456 8.14581
H -2.93052 -0.53249 3.87150
*
```

Computed properties:
LUMO level (spin up / spin down) = -7.26 / -7.26 eV
F_max = 6.57 eV/A
Kohn-Sham gap (spin up / spin down) = 5.64 / 5.64 eV
ΔE to the lowest compared entry with this formula, charge and spin = 83.7 kcal/mol
HOMO (spin up / spin down) = -12.9 / -12.9 eV

=====

F_max of number 1 (C11H22AlBeClF6N4NaO16PS4)? 4.96 eV/A

=====

Which of these has the highest F_max? C11H22N2O

=====

Number 4 is which compound? C11H22IO9PS2

=====

Look up the F_max of the fifth one. 6.57 eV/A